Entry from the Open Molecules 2025 dataset: a 6-piece molecular cluster, C6H26NO6 overall in a non-equilibrium geometry (ωB97M-V/def2-TZVPD).

Geometry as XYZ:
```
39
Properties=species:S:1:pos:R:3:forces:R:3:nbo_charge:R:1
C -1.564 -0.630 0.878 -0.54 0.84 1.29 -0.0868
O -1.243 -0.104 2.176 0.43 0.28 0.13 -0.7719
C -0.977 0.363 -0.108 0.09 -2.36 -0.43 -0.0741
C -0.992 -0.252 -1.512 -0.81 0.24 -0.88 -0.2182
C -0.615 -1.730 -1.738 -0.82 0.64 0.88 -0.6139
C -0.337 0.627 -2.622 -0.69 -0.39 1.43 -0.4080
C -0.382 2.140 -2.394 1.04 0.90 -1.15 -0.6534
N 0.431 0.695 0.358 -1.96 -0.35 -1.89 -0.7400
H -2.648 -0.544 0.764 0.00 -0.60 -0.13 0.1976
H -1.213 -1.653 0.814 0.03 0.01 -0.28 0.2086
H -1.111 -0.797 2.837 -0.58 0.02 -0.30 0.5072
H -1.657 1.207 -0.102 0.68 0.58 0.16 0.2394
H -2.056 -0.284 -1.729 -0.41 0.35 -0.02 0.2195
H -1.101 -1.993 -2.673 0.79 -0.12 -0.51 0.2334
H 0.454 -1.899 -1.653 0.04 -0.34 -0.35 0.1988
H -1.162 -2.362 -1.037 0.40 -0.07 0.19 0.2178
H 0.687 0.259 -2.677 0.20 0.26 -0.35 0.1850
H -0.849 0.373 -3.546 0.23 -0.03 -0.17 0.2352
H -0.642 2.597 -1.439 -0.20 -0.57 0.21 0.2045
H -0.968 2.672 -3.146 -0.36 -0.28 0.14 0.2389
H 0.620 2.522 -2.621 0.03 0.08 0.21 0.2225
H 0.606 0.129 1.186 0.24 0.82 0.54 0.4694
H 0.351 1.711 0.432 0.91 0.15 1.07 0.4803
H 1.031 0.397 -0.412 0.63 0.39 0.26 0.4543
H 2.953 1.373 2.810 -0.38 0.20 1.04 0.4741
H 2.597 1.573 1.474 -0.70 0.51 -0.25 0.4474
O 2.181 1.724 2.341 1.28 -0.76 -0.72 -0.9163
H -1.649 -3.663 3.378 -0.15 0.03 0.09 0.4959
H -0.513 -2.700 3.088 0.37 -0.20 0.09 0.4656
O -1.468 -2.768 3.072 0.02 -0.05 -0.09 -0.9532
H 2.189 -2.586 0.231 0.25 -0.48 0.09 0.4888
H 1.303 -3.424 1.248 0.44 -0.16 -0.34 0.4884
O 1.423 -2.580 0.804 -0.70 0.75 0.31 -0.9731
H -1.084 2.261 2.252 -0.74 0.46 0.26 0.5095
H -1.243 3.767 1.577 -0.61 -0.34 0.57 0.5018
O -0.723 2.978 1.724 1.37 -0.31 -0.97 -0.9958
H 2.941 -0.276 -1.938 -0.08 -0.01 -0.01 0.4950
H 3.629 0.679 -0.989 -0.08 0.04 0.06 0.4966
O 2.801 0.198 -1.109 0.34 -0.13 -0.20 -0.9707
```
Forces are in eV/Å.

The calculation puts the total energy at -750.151502 a.u. The orbital gap is 10.967 eV. As for the spin multiplicity: 1. For the energy above the lowest of the compared OMol25 structures with the same formula, charge and spin, the calculation gives 1.7596 eV. Its LUMO energy is -0.1053 Eh. As for the charge: +1.